[1]
101
Properties=species:S:1:pos:R:3:forces:R:3:mulliken_spin:R:1 method="wB97M-V/def2-TZVPD" spin_multiplicity=2 orbital_gap_ev="8.26 / 3.64" charge=+1 homo_energy_ha="-0.44563 / -0.44563"
O 5.6093 -3.2629 1.0293 -1.3 0.7 -1.5 0.8898
C 4.8132 -2.6698 0.2267 0.2 1.9 0.2 0.0032
O 5.1328 -1.4995 -0.2983 1.0 -3.0 1.4 0.0407
C 4.0419 -0.9617 -1.0385 -1.3 1.5 -0.8 0.0021
C 2.9500 -1.9935 -1.1495 0.0 -0.5 0.0 0.0156
C 3.3502 -3.0240 -0.1033 -0.1 -0.9 0.8 0.0545
H 4.4111 -0.5708 -1.9867 0.1 -0.1 0.2 0.0010
H 3.6437 -0.1595 -0.4172 0.4 0.3 -0.1 -0.0001
H 2.8104 -2.4546 -2.1273 0.2 0.3 0.1 -0.0001
H 2.0351 -1.5119 -0.8045 -0.2 -0.3 -0.4 0.0087
H 3.1436 -4.0695 -0.3318 0.5 0.0 -0.2 -0.0043
H 2.7625 -2.8509 0.7982 0.4 0.1 0.5 -0.0087
O -1.2206 2.6080 -6.9995 0.9 0.7 1.3 0.0000
C -0.6658 3.0824 -6.0254 0.5 -0.7 -2.1 0.0000
O -1.2238 3.0588 -4.8242 -1.0 -0.2 1.3 0.0000
C -0.3976 3.5999 -3.7775 0.7 -0.3 -1.0 0.0000
C 0.9725 3.7191 -4.4303 0.9 0.2 0.3 0.0000
C 0.7064 3.7642 -5.9120 -0.5 1.0 -0.5 0.0000
H -0.3391 2.9004 -2.9436 -0.5 0.1 0.0 0.0000
H -0.7561 4.5877 -3.4883 -0.3 -0.2 0.1 0.0000
H 1.6087 2.8533 -4.2467 -0.1 0.0 0.4 0.0000
H 1.4534 4.6145 -4.0365 0.3 -0.1 -0.2 0.0000
H 1.5205 3.4900 -6.5829 -0.3 -1.0 0.2 0.0000
H 0.5970 4.7953 -6.2479 -0.6 0.3 0.1 0.0000
C 2.0823 -0.1288 5.5995 -1.0 -1.6 1.3 -0.0001
C 2.7076 1.1704 5.2060 -1.5 1.2 2.3 0.0001
O 3.1839 0.9022 3.9686 2.7 0.4 -4.4 -0.0001
S 3.7620 -0.5743 3.7694 0.3 -1.5 2.8 0.0000
O 5.0691 -0.7749 4.4299 -2.9 0.8 -2.3 -0.0001
O 3.4734 -1.1312 2.4537 0.9 1.4 1.0 -0.0027
O 2.6128 -1.1455 4.7137 0.6 -0.5 -0.2 0.0000
H 1.0007 -0.1955 5.4821 0.1 0.3 -0.2 0.0001
H 2.3091 -0.4273 6.6230 0.2 0.0 -0.1 0.0000
H 3.3933 1.5764 5.9497 0.8 -0.5 -0.3 0.0000
H 1.9909 1.9865 5.1139 -0.2 -0.4 -0.2 0.0000
C -5.0551 -2.3015 0.7801 -0.2 1.2 -1.1 0.0000
C -4.8909 -3.0516 2.0672 -1.1 0.3 -0.7 0.0000
O -4.6721 -4.3962 1.6734 0.1 -1.3 -1.5 0.0000
S -5.3028 -4.7778 0.1225 1.5 0.8 -0.3 0.0000
O -6.5528 -5.4527 0.2237 0.7 0.4 0.3 0.0000
O -4.2648 -5.3852 -0.7461 -2.1 2.2 2.5 0.0000
O -5.6468 -3.1766 -0.2262 1.1 -1.2 0.9 0.0000
H -4.1228 -1.8330 0.4648 0.4 -0.8 -0.5 0.0000
H -5.6745 -1.4101 0.8787 -0.6 -0.4 0.0 0.0000
H -5.8086 -2.9785 2.6508 0.1 -0.2 0.2 0.0000
H -4.0670 -2.5574 2.5818 0.3 -0.8 0.3 0.0000
C 1.2397 6.6253 2.1358 -2.1 1.9 -0.2 0.0000
C 1.3140 5.7924 0.8609 1.4 0.5 0.6 0.0000
O 1.7461 4.5398 1.3518 0.5 -2.0 1.3 0.0000
S 2.4292 4.5537 2.8761 3.1 0.7 -0.6 0.0000
O 3.9335 4.4620 2.7014 -5.3 0.1 0.7 0.0000
O 1.7211 3.7081 3.8168 1.0 0.9 -1.9 0.0000
O 1.9825 6.0819 3.1880 1.5 -1.8 -0.1 0.0000
H 0.2137 6.6714 2.5007 -0.2 0.0 -0.1 0.0000
H 1.5644 7.6539 1.9787 0.1 -0.1 0.0 0.0000
H 2.0942 6.1985 0.2172 0.0 -0.1 -0.2 0.0000
H 0.3977 5.6840 0.2807 -0.1 0.0 0.5 0.0000
C -4.2135 1.2480 5.0846 -0.3 -1.0 1.7 0.0000
C -3.6027 0.5995 6.4400 -1.2 0.3 -0.5 0.0000
O -2.2817 1.1203 6.6669 -0.6 0.9 -1.8 0.0000
S -1.7319 1.8118 5.2734 1.5 0.4 1.7 0.0000
O -1.0078 0.7561 4.6072 -0.8 1.1 -0.1 0.0000
O -0.9847 3.0394 5.6384 -2.7 -2.8 -1.4 0.0000
O -3.2122 2.0334 4.5430 3.4 1.3 0.2 0.0000
H -5.0577 1.9146 5.2605 0.0 -0.2 0.3 0.0000
H -4.5182 0.4958 4.3569 0.2 -0.2 0.2 0.0000
H -3.6277 -0.4871 6.3573 0.5 0.1 0.0 0.0000
H -4.1954 0.8769 7.3117 0.0 0.1 -0.2 0.0000
C 0.8211 1.3099 1.2464 0.6 0.1 0.7 0.0002
C 0.5442 1.3291 -0.2396 0.0 -0.7 0.6 0.0000
O 0.0255 0.0112 -0.4686 -0.9 -1.3 0.3 -0.0004
S -0.8773 -0.5410 0.8041 -0.6 1.0 -0.1 0.0003
O -0.6977 -1.9989 0.9733 -0.1 3.6 -0.5 0.0000
O -2.2325 0.0394 0.7232 2.8 -1.6 0.2 0.0000
O -0.0131 0.3538 1.8712 -2.3 -1.8 -0.2 -0.0001
H 0.6448 2.2928 1.6834 0.2 -0.2 0.2 0.0000
H 1.7765 0.8496 1.4980 0.6 1.0 -0.4 0.0001
H 1.5152 1.4121 -0.7278 -0.4 0.0 -0.5 -0.0002
H -0.1615 2.0982 -0.5537 0.0 -0.1 0.0 0.0000
C -1.5362 -3.7231 -2.3684 0.3 -0.5 1.7 0.0000
C -0.5004 -4.5803 -1.5719 -1.5 0.9 1.8 -0.0008
O 0.1254 -5.4024 -2.4766 0.1 -1.0 -3.0 0.0001
S -0.9216 -5.7487 -3.7663 -0.2 -0.8 0.2 0.0000
O -1.4715 -7.0857 -3.5853 1.0 2.7 -0.3 0.0000
O -0.3263 -5.3760 -5.0378 -0.6 -0.4 2.1 0.0000
O -2.0230 -4.6236 -3.3205 0.8 -1.8 -1.9 0.0000
H -1.0885 -2.8220 -2.7875 -0.2 0.0 -0.2 0.0001
H -2.4566 -3.5644 -1.8065 0.5 0.7 0.5 0.0000
H -0.9758 -5.1982 -0.8101 -0.7 -0.1 -0.2 0.0000
H 0.2093 -4.0393 -0.9460 0.3 0.5 -0.7 0.0008
C -0.4894 -1.9299 -5.8400 1.0 0.4 -0.1 0.0000
C 0.1837 -0.7989 -6.5488 0.3 0.9 -0.1 0.0000
O 0.6641 0.0567 -5.4940 0.4 0.3 2.1 0.0000
S 0.9850 -0.7908 -4.1020 -0.1 1.6 -2.2 0.0007
O 0.0380 -0.3242 -3.0994 1.7 -1.1 -1.3 -0.0003
O 2.4372 -0.7244 -3.8288 -3.2 -0.7 -0.4 0.0003
O 0.5433 -2.1758 -4.8063 0.1 -0.3 1.5 -0.0001
H -0.5991 -2.7855 -6.5064 0.2 -0.3 0.6 0.0000
H -1.4324 -1.6126 -5.3949 0.1 -0.2 0.2 0.0000
H -0.5103 -0.2206 -7.1587 0.2 0.1 0.0 0.0000
H 1.1109 -1.0495 -7.0642 -0.5 -0.6 -0.5 0.0000


[2]
14
Properties=species:S:1:pos:R:3:forces:R:3:nbo_charge:R:1 method="wB97M-V/def2-TZVPD" spin_multiplicity=1 orbital_gap_ev=9.73 e_above_lowest_ev=5.105 smiles="C1=NOC2(C1)CC2" homo_energy_ha=-0.32228
C 1.8182 0.4187 0.0297 0.2 2.2 -2.1 0.0011
N 1.5790 -0.8033 0.0517 2.9 -3.6 -0.6 -0.1023
O 0.2707 -1.1886 -0.0164 0.7 1.1 0.0 -0.3215
C -0.4487 0.0318 -0.1494 0.5 0.0 3.2 0.1689
C 0.5201 1.1392 0.0408 1.2 3.7 -3.1 -0.4698
C -1.7628 0.0269 -0.6582 -2.1 3.4 -6.2 -0.4053
C -1.6745 0.1033 0.7460 0.2 -0.3 2.8 -0.4351
H 2.7760 0.9740 -0.4341 -1.8 -1.9 2.0 0.2318
H 0.6219 1.9781 -0.8855 -0.8 -2.0 2.4 0.2051
H 0.5104 1.6786 0.9885 -0.8 0.2 -0.1 0.2278
H -2.0246 0.9862 -1.3619 0.3 -2.6 1.7 0.2088
H -2.0976 -0.9388 -0.9550 -0.4 -0.3 -1.0 0.2352
H -1.7452 1.0588 1.3114 -0.5 -1.2 -0.2 0.2227
H -1.9732 -0.9240 1.0529 0.3 1.4 1.3 0.2325


Number 1: total energy -6056.6533 Ha. Number 2: total energy -324.5369 Ha.